DFT (ωB97M-V/def2-TZVPD) results for 2 unconnected molecules or ions with the total composition C11H21N2O3 at a distorted geometry.

```
37
Properties=species:S:1:pos:R:3:lowdin_charge:R:1
H 1.97645 -0.97906 -1.53732 0.12
H 2.85406 0.23869 0.44344 0.10
H -1.84003 -1.15044 -0.88059 0.10
C -2.22540 -0.76717 0.06328 -0.18
C -3.65254 2.34443 0.19296 0.11
H 2.37767 1.42715 -1.99331 0.11
C 1.80109 -0.05337 0.41596 -0.19
C 4.33604 3.47983 -0.57176 -1.01
N -0.78134 -2.36774 1.38928 0.02
H -3.28215 3.34096 0.28628 0.04
C 1.35168 1.11263 -1.78067 -0.26
H 1.21235 0.75090 0.86982 0.11
H 0.91370 1.87257 -1.12857 0.11
H -0.26656 -0.39402 1.93574 0.11
H -0.44622 1.07502 -2.73279 0.04
C -2.15257 -1.81424 1.18251 -0.23
H -2.78930 -2.65716 0.88887 0.10
N 0.52752 1.02437 -3.02583 -0.02
C 1.55730 -1.37544 1.18618 -0.18
H -0.85438 -3.12883 2.08858 0.10
H -0.45491 -2.81451 0.52528 0.13
O 4.46641 3.39396 -1.85261 -0.13
C -3.71674 -0.30225 -0.05781 -0.20
H -4.31942 -0.76862 0.72664 0.11
H 1.56990 -2.18731 0.44633 0.09
H 0.62015 0.06759 -3.36076 0.04
H -2.49798 -1.36809 2.11597 0.12
O 4.62108 4.51370 0.08719 -0.11
H 2.36553 -1.58530 1.89145 0.11
H 0.40863 -1.64552 2.97870 0.10
H -4.10874 -0.62812 -1.02451 0.11
H -1.67643 0.11822 0.38968 0.10
C 0.21162 -1.37157 1.93927 -0.15
H 0.29025 -0.56932 -1.02612 0.07
O 3.87131 2.40113 -0.02240 -0.14
C -3.77411 1.16292 0.03350 -0.15
C 1.33958 -0.23321 -1.04858 -0.22
```

Properties
Net charge ... -1
E_LUMO ... 0.86 eV
Highest occupied orbital energy ... -0.7 eV

***

DFT (ωB97M-V/def2-TZVPD) results for a single C5H10N2 molecule at a distorted geometry.

```
17
Properties=species:S:1:pos:R:3:lowdin_charge:R:1
H -0.98460 -1.08924 -1.83459 0.10
C 0.15039 -1.21318 0.06282 -0.18
H 1.23123 2.69100 -0.08040 0.07
H 2.55314 1.07114 -0.12799 0.08
N 2.02125 0.32127 -0.56897 0.07
H -0.74324 1.05256 1.22852 0.12
H -2.49598 -1.62666 0.79245 0.05
C -1.10494 -1.25363 -0.76560 -0.19
H -0.10746 3.16148 0.80930 0.08
H -0.04874 -1.52098 1.09733 0.11
N 0.65551 2.49133 0.73682 0.02
C 0.19910 1.19160 0.70118 -0.21
C 0.79249 0.16487 0.06479 -0.38
H 0.84917 -1.95683 -0.34084 0.11
C -2.33072 -1.46838 -0.26880 -0.01
H 2.56316 -0.53935 -0.58683 0.08
H -3.19974 -1.47694 -0.91926 0.05
```

Properties
E_LUMO ... 1.09 eV
SMILES ... C=CC/C(N)=C/N
Highest occupied orbital energy ... -7.0 eV
Relative energy (zero: lowest compared OMol25 entry of this formula, charge and spin) ... 110.7 kJ/mol

***

DFT (ωB97M-V/def2-TZVPD) results for a single C4H6S2 molecule at a distorted geometry.

```
12
Properties=species:S:1:pos:R:3:lowdin_charge:R:1
S -2.42339 -0.14307 -1.52599 0.70
C -0.19009 -0.53695 0.26243 -0.50
H 1.71906 -0.84300 -0.30048 0.10
C -1.10604 0.43167 -0.46852 -0.57
H -0.65169 1.47512 -0.60189 0.11
C -1.15419 -0.09594 1.29613 -0.69
C 1.20682 -0.27388 0.49514 -0.08
H -2.08389 0.56082 -2.63036 -0.15
S -2.00032 0.23902 2.56534 0.74
H 1.58555 -0.47843 1.50223 0.11
H 1.43311 0.65672 0.17073 0.04
H -0.35825 -1.68519 0.12473 0.18
```

Properties
E_LUMO ... -0.22 eV
SMILES ... C[C@H]1C(=S)[C@@H]1S
Highest occupied orbital energy ... -7.5 eV
Relative energy (zero: lowest compared OMol25 entry of this formula, charge and spin) ... 303.9 kJ/mol

***

DFT (ωB97M-V/def2-TZVPD) results for a single C5H10O2 molecule.

```
17
Properties=species:S:1:pos:R:3:lowdin_charge:R:1
C 1.53660 -1.21472 -0.43117 -0.01
H -1.35505 2.21329 0.34782 0.12
C -0.61118 0.35827 0.11308 -0.44
H 0.89229 1.82691 -0.65037 0.08
H -1.54540 -1.28983 -1.07737 0.08
C 0.87843 0.07662 0.01011 -0.48
H -2.20167 0.34625 -1.08859 0.08
O -0.79941 1.71745 -0.26227 -0.03
H 0.11358 -0.72757 1.96889 0.11
C -1.78113 -0.42458 -0.44957 0.01
O 1.59356 1.17358 -0.46171 0.01
H 2.58340 -1.20049 -0.09903 0.09
H -2.53388 -0.69882 0.29619 0.08
H 0.38802 1.08311 1.94519 0.12
H 1.55446 -1.30508 -1.52266 0.08
H 1.07260 -2.11103 -0.00822 0.08
C 0.21478 0.17665 1.36967 0.02
```

Properties
E_LUMO ... 0.76 eV
SMILES ... C[C@]1(O)C[C@@]1(C)O
Highest occupied orbital energy ... -9.1 eV
Relative energy (zero: lowest compared OMol25 entry of this formula, charge and spin) ... 217.2 kJ/mol

***

DFT (ωB97M-V/def2-TZVPD) results for a molecular structure, C9H9O6Yb at a distorted geometry.

```
25
Properties=species:S:1:pos:R:3:mulliken_spin:R:1
C 0.44806 3.66877 -2.31446 0.00
C -0.12535 -3.21994 -2.08707 0.00
C -0.19100 -0.69269 -3.17770 0.01
Yb -0.57981 -1.00338 -0.81368 0.89
O 0.58446 4.72317 -1.79904 0.00
H 1.24067 -1.38100 1.77623 0.00
C -2.44060 -1.74677 -2.64924 0.00
O -0.12482 -0.02655 0.93735 -0.01
O 2.40615 -1.50437 -2.90644 0.00
H -1.95175 0.42367 1.85462 0.00
H -1.14313 1.82239 1.05440 0.00
C -0.26975 1.25683 2.99149 0.00
C 1.15247 -0.28911 1.67607 0.00
C -0.99507 0.93706 1.68634 0.01
C 1.02605 0.41889 3.02358 0.00
O -0.13683 -0.40737 -4.35306 0.00
H -0.91175 1.01465 3.84369 0.00
C 1.30928 -1.79820 -2.56462 0.00
O -0.03868 -4.11016 -2.83080 0.00
H 1.89729 1.05661 3.20257 0.00
H 1.98524 0.10265 1.07282 0.00
H -1.07079 0.86696 -0.87666 0.11
O -3.01216 -2.11133 -3.60008 0.00
H -0.03172 2.32453 3.02767 0.00
H 0.97355 -0.32530 3.82603 0.00
```

Properties
Net charge ... +2
<S²> ... 0.753
E_LUMO (alpha / beta) ... -10.06 / -10.09 eV
Spin multiplicity ... 2
Highest occupied orbital energy (alpha / beta) ... -17.5 / -17.4 eV
Relative energy (zero: lowest compared OMol25 entry of this formula, charge and spin) ... 338.8 kJ/mol

***

DFT (ωB97M-V/def2-TZVPD) results for a single C10H17N3O5 molecule at a distorted geometry.

```
35
Properties=species:S:1:pos:R:3:lowdin_charge:R:1
C 1.92213 0.30214 1.09105 -0.57
H -1.90048 -3.56637 -0.70354 0.14
C -1.60661 -1.00627 -0.71585 -0.27
H -3.51685 -1.03603 -1.99667 0.09
H -1.68106 -5.37114 0.75344 0.07
C 0.15054 0.70316 -1.44572 -0.48
O 2.40532 -0.65100 0.48347 0.04
C 1.30917 1.57595 -0.96227 -0.18
H -1.24014 -1.61731 -1.59506 0.16
H -3.31426 0.39804 -1.07378 0.09
H 3.57555 3.05398 -1.43140 0.10
C -1.49122 -4.42350 1.21923 -0.06
H 0.97827 2.12937 1.14610 0.18
H -0.61894 -4.35589 1.86873 0.09
H -2.39385 -4.38254 1.88693 0.09
C 1.92775 0.11592 2.59426 0.01
C -1.44052 -1.92586 0.45642 -0.42
C 2.01122 4.15398 -1.09184 -0.47
O -1.23315 -1.47368 1.60521 0.03
H 0.67577 3.09626 -2.41926 0.11
O 1.67059 5.23593 -0.66920 0.11
O 3.27234 3.68510 -0.77851 0.09
C -3.12585 -0.71713 -0.97105 -0.04
H 2.36755 1.36318 -1.34629 0.17
H -0.86858 0.79596 0.27067 0.15
N -1.60999 -3.30600 0.25097 0.01
H 1.17187 -0.68826 2.59350 0.08
N -0.87125 0.27202 -0.62752 0.11
O 0.20468 0.33645 -2.56501 0.11
C 1.02167 3.04564 -1.42777 -0.04
H 2.83025 -0.34167 2.97101 0.08
H 0.08589 3.36124 -0.83336 0.16
H -3.72261 -1.22126 -0.16993 0.08
N 1.41291 1.39254 0.51373 0.08
H 1.64192 1.06703 3.11931 0.09
```

Properties
E_LUMO ... 0.41 eV
SMILES ... CNC(=O)[C@@H](C)NC(=O)[C@@H](CC(=O)O)NC(C)=O
Highest occupied orbital energy ... -9.6 eV
Relative energy (zero: lowest compared OMol25 entry of this formula, charge and spin) ... 237.0 kJ/mol

***

Number 1: calculated total energy -20863.7328 eV. Number 2: calculated total energy -8326.1856 eV. Number 3: calculated total energy -25912.1420 eV. Number 4: calculated total energy -9440.7923 eV. Number 5: calculated total energy -53269.8132 eV. Number 6: calculated total energy -25353.1403 eV.